[1]
Density functional theory data (ωB97M-V/def2-TZVPD) for a 2-piece molecular cluster, C7H9ClN2O4 overall.

Atoms and positions in Å:
C: -3.489274 1.204437 0.697125
O: -3.087895 0.322066 -0.355543
C: -1.737558 0.000026 -0.362000
C: -1.213437 -0.279078 -1.682623
N: 0.068460 -0.805249 -1.756642
C: 0.742567 -1.112694 -0.654329
O: 1.835659 -1.867887 -0.856272
C: 2.797622 -1.912512 0.296676
N: 0.451368 -0.658749 0.482035
C: -0.673534 0.151207 0.676615
Cl: -0.334788 2.040789 0.766187
H: -3.106588 0.786141 1.664683
H: -4.582925 1.464652 0.678407
H: -2.904986 2.160638 0.517673
H: -1.815051 -0.037315 -2.561106
H: 0.436283 -1.216581 -2.635690
H: 2.422576 -2.283819 1.265452
H: 3.234533 -0.943770 0.365602
H: 3.561493 -2.571922 -0.215095
H: -0.816621 0.162168 1.774419
O: 2.701386 2.315167 1.656972
C: 2.753272 1.759667 0.638828
O: 2.757441 1.322628 -0.401376

Cartesian forces (eV/Å) of the 2 atoms listed first:
C 1.3 1.5 0.3
O 0.7 -0.4 0.6

Computed properties:
- 2S+1 = 1
- E_LUMO (eV) = 0.6
- net charge = 0
- F_max (eV Å⁻¹) = 4.7
- HOMO (eV) = -7.90
- energy above the lowest of the compared OMol25 structures with the same formula, charge and spin (kJ/mol) = 0.0

Atom charges from the Mulliken analysis, given in e for atoms 1 to 5: number 1, C, carries -0.61; number 2, O, carries -0.43; number 3, C, carries 0.23; number 4, C, carries -0.43; number 5, N, carries -0.04

=====

[2]
Density functional theory data (ωB97M-V/def2-TZVPD) for a 10-piece molecular cluster, C41H62BN9O overall.

Atoms and positions in Å:
C: -1.833510 -1.305192 3.580347
C: -2.562687 -2.498212 2.800713
C: -3.647150 -1.878223 1.801324
C: -4.213961 -2.782083 0.760798
C: -3.036564 -3.139572 -0.142712
C: -1.936176 -3.841260 0.708078
N: -1.573081 -3.149196 1.962994
O: -0.415532 -3.402559 2.411938
C: -0.667179 -3.885055 -0.332253
C: -2.347404 -5.304757 1.051266
C: -3.137217 -3.322648 3.893340
H: -1.493009 -0.572391 2.798466
H: -1.005195 -1.845129 4.189512
H: -2.372578 -0.845140 4.352019
H: -3.252540 -1.107327 1.296727
H: -4.633238 -1.620306 2.617272
H: -4.809222 -1.976189 0.407436
H: -4.643675 -3.704427 1.030192
H: -2.733819 -2.326528 -0.667540
H: -3.479089 -3.864761 -0.860065
H: -0.177940 -2.888997 -0.619510
H: -1.079894 -4.590999 -1.303043
H: 0.205956 -4.611001 0.089955
H: -1.510230 -5.834593 1.480603
H: -2.543769 -5.857183 0.158107
H: -3.135628 -4.949276 1.670020
H: -3.678174 -2.612630 4.651877
H: -2.421488 -4.043565 4.071970
H: -3.953640 -3.901597 3.260604
B: -0.388703 0.451353 -0.063310
H: 0.410985 1.162320 -0.557450
H: 0.095328 -0.572267 0.378596
H: -0.837927 0.911385 0.986178
H: -1.179780 0.190060 -0.848760
N: -0.462684 -3.014761 -4.543735
C: -1.287816 -2.396891 -3.571577
C: -2.496521 -1.810745 -4.413439
C: -2.222104 -2.115138 -5.892029
C: -0.879659 -2.864223 -5.877036
H: 0.178894 -3.444698 -4.294608
H: -1.061046 -2.141418 -2.633158
H: -3.444545 -1.444941 -4.144875
H: -2.751902 -1.768984 -6.757772
H: -0.178217 -3.341727 -6.636450
N: 0.169649 6.628216 -2.152740
C: -0.239432 7.212006 -0.914015
C: -0.313823 6.001847 0.052423
C: -0.010239 4.776627 -0.694189
C: 0.339298 5.311665 -1.990892
H: 0.245218 7.268650 -3.110347
H: -0.269230 8.219586 -0.714801
H: -0.613740 6.259039 1.051719
H: -0.078012 3.658501 -0.385334
H: 0.693002 4.689607 -2.931847
N: 2.314801 2.453392 -0.239991
C: 3.325365 1.636885 0.214742
C: 4.450786 2.479361 0.679233
C: 3.938394 3.924235 0.449156
C: 2.511510 3.759060 -0.060254
H: 1.482979 1.948269 -0.426572
H: 3.094394 0.642724 0.188336
H: 5.421485 2.240402 0.990873
H: 4.354773 4.751772 0.796576
H: 1.802207 4.516631 -0.200346
N: 2.498416 3.313207 3.272966
C: 3.279593 3.922650 4.270141
C: 2.617436 3.834998 5.586642
C: 1.329619 3.121751 5.255127
C: 1.293248 2.787821 3.708851
H: 2.590136 3.453436 2.250279
H: 4.178240 4.372120 3.807506
H: 2.958093 4.037367 6.578171
H: 0.626739 2.713737 5.912416
H: 0.527428 2.442273 3.053326
N: -4.218412 1.272605 -0.280495
C: -5.146355 1.238776 0.622540
C: -6.521709 1.675886 0.016824
C: -6.158266 1.753011 -1.451783
C: -4.664907 1.457975 -1.578950
H: -3.153652 0.967745 -0.111878
H: -5.015683 1.003283 1.671408
H: -7.569551 1.811786 0.545114
H: -6.844513 1.969121 -2.264828
H: -3.894234 1.528669 -2.399127
N: 3.012859 0.508038 3.846668
C: 3.986221 -0.081366 4.798876
C: 3.942351 -1.621764 4.467934
C: 2.952586 -1.808003 3.437364
C: 2.519770 -0.395603 2.977254
H: 2.904046 1.538677 3.659391
H: 4.531810 0.387996 5.407454
H: 4.394602 -2.288751 5.148384
H: 2.813475 -2.635680 2.953913
H: 1.705090 -0.194763 2.253417
N: 2.988008 -1.512085 -1.070794
C: 3.907219 -0.960827 -1.939914
C: 5.014504 -2.033193 -1.926048
C: 4.534573 -3.268329 -1.214055
C: 3.235395 -2.816420 -0.584027
H: 2.152574 -1.040797 -0.647626
H: 3.806094 0.176639 -2.304083
H: 5.913060 -1.798854 -2.481809
H: 4.992715 -4.310348 -1.210685
H: 2.594115 -3.068445 0.128417
N: 0.580368 -0.158046 -5.458827
C: 0.856054 0.652018 -4.337199
C: 2.234676 1.129141 -4.473727
C: 2.808999 0.643043 -5.810682
C: 1.551201 -0.175777 -6.429243
H: -0.347816 -0.746241 -5.616941
H: 0.140310 0.625907 -3.499328
H: 2.783158 1.837339 -3.850280
H: 3.622616 0.860401 -6.238565
H: 1.131642 -0.639130 -7.302235

Cartesian forces (eV/Å) of the 2 atoms listed first:
C 2.8 -2.0 -1.6
C -0.3 5.2 -0.5

Computed properties:
- 2S+1 = 1
- E_LUMO (eV) = -4.1
- net charge = 0
- F_max (eV Å⁻¹) = 19.7
- HOMO (eV) = -6.98
- energy above the lowest of the compared OMol25 structures with the same formula, charge and spin (kJ/mol) = 244.0

Atom charges from the Mulliken analysis, given in e for atoms 1 to 5: number 1, C, carries -1.45; number 2, C, carries 0.83; number 3, C, carries -0.42; number 4, C, carries -1.23; number 5, C, carries -1.01

=====

[3]
Density functional theory data (ωB97M-V/def2-TZVPD) for C34H51BrHgN2P2 as an isolated structure.

Atoms and positions in Å:
C: -3.673020 -3.086009 4.353513
C: -4.046230 -2.905831 3.001473
C: -5.398217 -3.209505 2.693404
C: -6.238300 -3.697096 3.702945
N: -5.909608 -3.721507 5.012392
C: -4.616067 -3.560156 5.284307
C: -3.143163 -2.370065 2.004278
C: -1.937945 -2.360596 1.523200
C: -0.544255 -2.806073 1.485366
C: 0.522682 -1.892384 1.561173
C: 1.837033 -2.279823 1.339285
C: 2.081634 -3.611809 0.957909
C: 1.016532 -4.526337 0.853469
C: -0.277805 -4.124597 1.117393
Hg: -2.391299 -0.699141 0.314374
P: -0.483648 2.963382 -0.491352
H: -5.803487 -3.097787 1.683355
H: -2.668240 -2.832562 4.688724
H: -7.214104 -4.106572 3.441706
H: -4.242632 -3.813957 6.284571
H: -1.136217 -4.808723 1.112027
H: 0.311021 -0.857829 1.805726
H: 1.140923 -5.588490 0.670148
H: 2.622992 -1.562830 1.536633
C: 0.449334 3.507638 -2.004864
C: -0.168150 4.587550 -2.882834
H: 0.603728 2.585978 -2.589441
H: 1.444714 3.810903 -1.644042
H: 0.545504 4.855757 -3.669360
H: -1.079081 4.240669 -3.384323
H: -0.398743 5.498959 -2.323231
C: -2.282487 3.314972 -0.878369
C: -3.193969 2.893640 0.252604
H: -2.522784 2.734662 -1.779378
H: -2.376279 4.376502 -1.134194
H: -4.240237 3.023624 -0.037682
H: -3.047930 1.829856 0.482760
H: -3.017099 3.464221 1.164363
C: -0.065674 4.321849 0.691134
C: -0.670861 5.713260 0.469849
H: 1.035898 4.366005 0.698949
H: -0.357976 3.931667 1.679696
H: -0.437063 6.335780 1.344140
H: -0.248455 6.226610 -0.406888
H: -1.766355 5.689987 0.389195
Br: 3.785554 -4.219233 0.523614
P: -1.393061 -1.451941 -2.272657
C: -2.078636 0.254085 -2.435304
C: -2.202441 0.791635 -3.873068
H: -1.414142 0.923977 -1.860927
H: -3.055075 0.319130 -1.918178
H: -2.404038 1.869796 -3.896035
H: -1.277771 0.622620 -4.428351
H: -3.018244 0.306084 -4.419348
C: 0.323936 -1.381080 -1.616926
C: 1.476762 -1.782370 -2.548853
H: 0.358930 -2.017403 -0.719246
H: 0.513448 -0.371904 -1.221220
H: 2.386689 -1.215167 -2.318940
H: 1.739226 -2.846835 -2.462093
H: 1.219728 -1.577081 -3.586693
C: -2.152292 -3.017859 -1.726079
C: -3.302775 -3.554443 -2.628849
H: -2.469545 -2.922117 -0.679780
H: -1.400469 -3.839536 -1.715391
H: -3.990645 -4.198112 -2.044423
H: -3.866956 -2.744307 -3.117126
H: -2.896437 -4.198363 -3.425252
C: 5.470340 -0.553476 1.084002
N: 5.435560 0.140331 -0.222540
C: 6.196951 -0.591667 -1.285763
C: 4.029190 0.460411 -0.688456
C: 3.300177 1.200482 0.379761
C: 3.905635 2.300388 1.056278
C: 3.311527 2.815467 2.209048
C: 2.095448 2.316736 2.650658
C: 1.410501 1.341737 1.883984
C: 2.075995 0.792178 0.829710
H: 4.762723 -1.384903 1.069011
H: 5.226555 0.169528 1.859803
H: 6.483088 -0.924230 1.236915
H: 5.896809 1.050651 -0.094093
H: 5.672055 -1.536318 -1.505694
H: 6.233817 0.048237 -2.183608
H: 7.216239 -0.771752 -0.919163
H: 4.151423 1.032748 -1.621202
H: 3.556957 -0.497178 -0.921110
H: 4.855347 2.708387 0.699599
H: 3.807368 3.605788 2.784357
H: 1.623017 2.697970 3.558007
H: 0.386915 1.075118 2.157514

Cartesian forces (eV/Å) of the 2 atoms listed first:
C 0.1 0.0 -0.5
C -1.9 0.5 0.6

Computed properties:
- 2S+1 = 1
- E_LUMO (alpha / beta) (eV) = -6.3 / -6.9
- net charge = +2
- F_max (eV Å⁻¹) = 5.7
- HOMO (alpha / beta) (eV) = -12.03 / -12.26
- energy above the lowest of the compared OMol25 structures with the same formula, charge and spin (kJ/mol) = 62.2

Atom charges from the Mulliken analysis, given in e for atoms 1 to 5: number 1, C, carries -0.38; number 2, C, carries 0.12; number 3, C, carries -0.54; number 4, C, carries -0.30; number 5, N, carries -0.52

=====

> Which of these has the lowest energy above the lowest of the compared OMol25 structures with the same formula, charge and spin?

C7H9ClN2O4

=====

> Among the records above, which one has the highest net charge?

C34H51BrHgN2P2

=====

What did the first record say?
Density functional theory data (ωB97M-V/def2-TZVPD) for a 2-piece molecular cluster, C7H9ClN2O4 overall.

Atoms and positions in Å:
C: -3.489274 1.204437 0.697125
O: -3.087895 0.322066 -0.355543
C: -1.737558 0.000026 -0.362000
C: -1.213437 -0.279078 -1.682623
N: 0.068460 -0.805249 -1.756642
C: 0.742567 -1.112694 -0.654329
O: 1.835659 -1.867887 -0.856272
C: 2.797622 -1.912512 0.296676
N: 0.451368 -0.658749 0.482035
C: -0.673534 0.151207 0.676615
Cl: -0.334788 2.040789 0.766187
H: -3.106588 0.786141 1.664683
H: -4.582925 1.464652 0.678407
H: -2.904986 2.160638 0.517673
H: -1.815051 -0.037315 -2.561106
H: 0.436283 -1.216581 -2.635690
H: 2.422576 -2.283819 1.265452
H: 3.234533 -0.943770 0.365602
H: 3.561493 -2.571922 -0.215095
H: -0.816621 0.162168 1.774419
O: 2.701386 2.315167 1.656972
C: 2.753272 1.759667 0.638828
O: 2.757441 1.322628 -0.401376

Cartesian forces (eV/Å) of the 2 atoms listed first:
C 1.3 1.5 0.3
O 0.7 -0.4 0.6

Computed properties:
- 2S+1 = 1
- E_LUMO (eV) = 0.6
- net charge = 0
- F_max (eV Å⁻¹) = 4.7
- HOMO (eV) = -7.90
- energy above the lowest of the compared OMol25 structures with the same formula, charge and spin (kJ/mol) = 0.0

Atom charges from the Mulliken analysis, given in e for atoms 1 to 5: number 1, C, carries -0.61; number 2, O, carries -0.43; number 3, C, carries 0.23; number 4, C, carries -0.43; number 5, N, carries -0.04